Computed, not measured: 9 unconnected molecules or ions with the total composition C3H26N2O8S in a non-equilibrium geometry, with ωB97M-V with the def2-TZVPD basis set.

Geometry as XYZ:
```
40
Properties=species:S:1:pos:R:3:forces:R:3
N -1.435918 0.633519 2.454161 -0.7 -0.7 0.0
C -0.409108 1.607512 2.739557 0.8 0.0 -0.1
C 0.669049 1.789444 1.598054 -0.6 -1.3 0.4
N 0.900075 0.586590 0.824894 0.3 0.0 -0.5
C 1.992814 2.159414 2.235226 0.9 1.1 -0.4
S 3.429389 2.289605 1.062130 -0.1 -0.1 0.3
H -1.116764 -0.289454 2.724510 0.1 0.1 0.2
H -1.633856 0.458826 1.473690 0.0 0.7 -0.1
H 0.087443 1.251709 3.646642 0.2 0.0 0.0
H -0.807017 2.586883 3.025875 -0.2 0.0 -0.3
H 0.237394 2.485878 0.878907 0.4 0.6 0.1
H 0.164228 0.244443 0.231351 -0.2 0.1 0.2
H 1.508730 -0.135062 1.173403 -0.1 0.0 0.3
H 2.256973 1.443277 3.013150 0.0 -0.3 -0.2
H 2.032741 3.131375 2.727277 -0.7 0.0 0.0
H 2.727144 2.235570 -0.069303 -0.1 -0.1 -0.1
O -1.369372 1.126643 -1.788927 0.4 0.4 0.0
H -1.412475 0.344234 -2.360805 -0.2 0.0 0.3
H -2.202465 1.207164 -1.318397 -0.1 -0.3 -0.1
O -0.459251 3.822774 -1.994997 0.1 -0.2 0.4
H 0.150153 3.999583 -1.268880 0.0 0.1 -0.2
H -0.729361 2.900436 -1.838934 0.0 0.1 -0.3
O -1.630068 -1.599262 -2.579918 -0.9 0.7 0.3
H -0.870766 -2.092829 -2.247082 0.3 -0.3 -0.6
H -1.732545 -1.812630 -3.514401 0.3 -0.3 0.2
O 1.647314 -2.234382 0.493030 -0.7 -0.5 0.6
H 1.750689 -3.185502 0.631387 0.4 0.2 -0.2
H 0.719618 -2.145668 0.810880 0.3 0.2 -0.2
O 0.407253 -3.056553 -3.346703 0.1 -0.2 -0.2
H 1.180305 -2.468651 -3.319866 0.0 0.0 0.3
H 0.696193 -3.884176 -2.951197 0.1 0.0 0.0
O -1.056120 -2.329915 1.097687 1.3 -0.6 0.5
H -1.469978 -2.864573 1.776938 -0.3 0.1 -0.2
H -1.692484 -1.911377 0.505622 -0.7 0.3 0.2
O 2.088932 -1.186813 -2.161892 0.3 0.7 0.4
H 2.908797 -1.097992 -1.654865 0.1 -0.4 -0.3
H 1.512890 -0.675118 -1.571608 -0.2 -0.2 -0.3
O -2.749561 -0.899154 -0.210867 -0.3 0.0 -0.3
H -2.688308 -1.312391 -1.098030 -0.1 0.3 0.0
H -3.602707 -1.123376 0.172297 -0.1 0.0 -0.1
```
Positions in Å, forces in eV/Å.

**Total charge**: 0
**SMILES string**: NC[C@H](N)CS.O.O.O.O.O.O.O.O
**HOMO**: -8.447 eV

***

Computed, not measured: a molecular structure, C11H12N in a non-equilibrium geometry, with ωB97M-V with the def2-TZVPD basis set.

Geometry as XYZ:
```
24
Properties=species:S:1:pos:R:3:forces:R:3
C 0.635488 -0.785831 0.945403 -0.1 -2.3 -1.0
C 0.238311 -1.333402 -0.297018 1.8 0.3 2.1
C -1.495237 -0.102864 0.329463 1.1 1.4 -1.0
C -0.406293 1.469628 -0.849607 1.6 2.1 1.0
C 0.682376 1.101244 0.263084 -0.7 1.8 -1.1
C 1.391983 -0.199964 -0.110701 -0.4 1.8 0.1
C -0.096284 0.403540 1.383630 -3.6 -1.4 -0.7
C -1.155995 -1.117761 -0.647481 0.7 0.0 -0.1
C 2.711051 -0.270309 -0.751183 0.7 -0.1 -2.0
C -0.536110 0.998483 2.663236 -1.2 0.8 1.3
C -1.948088 -2.059893 -1.424365 0.3 -0.4 -2.8
N -1.341517 0.394046 -0.927056 -1.9 -0.7 3.4
H -0.953917 2.438999 -0.715791 0.2 -1.0 0.4
H 0.023361 1.590259 -1.789722 1.2 0.2 -1.6
H 1.363523 1.851492 0.721432 -0.5 -0.1 -0.9
H 2.513077 -0.413181 -1.857535 0.4 0.7 1.0
H 3.008052 -1.270018 -0.508083 1.2 -0.5 0.3
H 3.507721 0.572348 -0.594119 -1.8 -1.7 0.1
H -1.537174 0.680785 3.100314 1.2 0.2 -1.1
H -0.504719 2.097407 2.634638 -0.4 -0.2 -0.5
H 0.134261 0.841131 3.470521 1.0 -0.7 0.6
H -3.023685 -1.927558 -1.233891 0.5 -0.4 -0.2
H -1.518711 -3.057502 -1.222793 -0.8 0.2 0.1
H -1.691474 -1.901081 -2.582376 -0.7 -0.2 2.5
```
Positions in Å, forces in eV/Å.

**Total charge**: +1
**HOMO**: -13.441 eV

***

Computed, not measured: a molecular structure, H16NaO8, with ωB97M-V with the def2-TZVPD basis set.

Geometry as XYZ:
```
25
Properties=species:S:1:pos:R:3:forces:R:3
Na -0.279103 -0.061797 0.114391 -0.5 -0.2 0.1
O -0.013923 3.120103 -1.111659 -0.3 -0.2 -0.3
H 0.364507 2.765443 -0.307149 0.3 0.0 0.4
H 0.730337 3.496593 -1.581309 0.1 0.2 -0.1
O -0.177153 -1.191597 2.606981 -0.5 0.5 0.1
H 0.661277 -1.412297 2.201331 0.5 -0.3 -0.3
H -0.362943 -1.927807 3.189821 -0.2 -0.1 0.2
O 1.108927 1.775583 1.232721 -0.3 -0.2 -0.4
H 2.027837 1.555493 1.385681 0.3 -0.1 0.0
H 0.819287 2.178793 2.051111 -0.2 0.1 0.4
O -1.009073 -2.515867 0.074841 0.1 0.4 -0.3
H -1.067083 -2.989907 -0.754709 0.0 -0.2 -0.3
H -1.289993 -3.150497 0.734051 0.0 0.0 0.3
O -2.837163 0.683743 0.390621 0.5 -0.3 0.0
H -3.373333 0.526073 -0.386479 -0.3 -0.1 0.0
H -2.996403 1.601793 0.609831 -0.1 0.3 0.1
O -1.358993 0.309593 -2.357289 0.3 -0.3 0.3
H -1.231163 0.794343 -3.172699 0.1 0.3 -0.2
H -2.309373 0.253563 -2.257879 -0.2 -0.1 -0.1
O 1.776577 -0.426107 -1.386319 -0.2 0.1 0.2
H 2.632647 -0.016247 -1.262239 0.4 0.2 0.0
H 1.501217 -0.147067 -2.259549 -0.2 -0.1 -0.4
O 1.904997 -1.778737 0.965371 0.2 0.0 0.4
H 1.969317 -1.482997 0.057281 -0.2 -0.2 -0.6
H 2.808777 -1.960197 1.223251 0.3 -0.2 0.3
```
Positions in Å, forces in eV/Å.

**Total charge**: +1
**HOMO**: -14.255 eV